{
  "formula": "C16H17BrHfI2N2O2",
  "method": "ωB97M-V with the def2-TZVPD basis set",
  "species": ["Hf", "I", "C", "I", "H", "H", "Br", "C", "C", "C", "C", "C", "N", "C", "O", "O", "H", "H", "H", "C", "N", "C", "C", "C", "C", "C", "C", "C", "C", "H", "H", "H", "H", "H", "H", "H", "H", "H", "H", "H", "H"],
  "coordinates": [[0.31221, 0.25349, 0.26601], [-2.33686, -1.38297, 0.48385], [-3.37908, -0.14532, -0.88936], [-2.12053, 1.45144, -1.48640], [-4.24584, 0.26662, -0.39047], [-3.63256, -0.74072, -1.75536], [-0.55506, -3.84790, 2.92392], [0.65711, -3.86498, 1.48330], [1.33004, -5.04062, 1.17186], [2.17855, -5.04195, 0.08070], [2.33522, -3.88340, -0.67812], [1.61888, -2.79602, -0.26799], [0.79393, -2.74941, 0.79387], [1.55573, -1.38723, -0.77396], [2.21991, -0.49269, -0.13871], [0.51810, -0.97916, -1.39307], [1.18118, -5.92657, 1.77239], [2.71705, -5.94210, -0.18537], [2.98191, -3.84644, -1.54467], [-0.68027, 0.15081, 3.43354], [0.26249, 0.75093, 2.45079], [1.65634, 0.32387, 2.81251], [0.16624, 2.25166, 2.53833], [0.84779, 2.94115, 1.37845], [1.33992, 4.22759, 1.53021], [1.88871, 4.88794, 0.43913], [1.96264, 4.26781, -0.80624], [1.48961, 2.97882, -0.95770], [0.91556, 2.29108, 0.12793], [-0.45317, 0.53678, 4.42845], [-0.56794, -0.93236, 3.43664], [-1.70158, 0.41402, 3.17270], [1.84354, 0.53247, 3.86607], [2.38975, 0.86478, 2.21651], [1.76783, -0.74957, 2.65485], [0.58182, 2.56793, 3.49778], [-0.89436, 2.50587, 2.54624], [1.29824, 4.72135, 2.49547], [2.27064, 5.89415, 0.56205], [2.40222, 4.78963, -1.64631], [1.57975, 2.50077, -1.92655]],
  "forces_ev_per_a": [[-1.1, 1.5, 0.5], [0.0, -0.1, 0.1], [0.0, 0.0, 0.0], [0.4, -0.1, 0.3], [-0.1, 0.0, 0.0], [-0.1, 0.0, 0.0], [0.0, 0.1, 0.0], [-0.1, -0.1, 0.1], [0.1, -0.1, 0.0], [0.0, -0.1, 0.1], [0.0, 0.0, -0.1], [0.0, 0.3, -0.1], [0.1, 0.0, 0.0], [0.4, -0.4, -0.3], [-0.1, -0.4, -0.1], [0.5, -0.8, -0.8], [0.0, 0.0, 0.0], [0.0, 0.0, 0.0], [0.0, 0.0, 0.1], [0.1, 0.0, -0.1], [0.2, 0.1, 0.5], [-0.1, 0.0, 0.1], [0.0, 0.0, -0.1], [-0.1, -0.2, -0.1], [0.1, 0.1, 0.0], [0.0, 0.0, 0.0], [0.0, 0.1, 0.1], [0.0, -0.1, 0.1], [0.0, 0.2, -0.1], [0.0, 0.0, 0.0], [0.0, 0.0, 0.0], [0.0, 0.0, 0.0], [0.0, 0.1, 0.0], [0.0, 0.0, -0.1], [0.0, 0.0, 0.0], [0.0, 0.0, 0.0], [-0.1, 0.0, 0.0], [0.0, 0.0, 0.0], [0.0, 0.0, 0.0], [0.0, 0.0, 0.0], [0.0, 0.0, 0.0]],
  "mulliken_charge": [0.39, 0.27, -0.78, 0.31, 0.43, 0.45, -0.03, 0.13, -0.58, -0.33, -0.77, 0.47, -0.05, 0.95, -0.54, -0.49, 0.45, 0.46, 0.50, -0.90, 0.18, -1.10, -0.79, 0.23, -0.95, -0.55, -0.73, -0.45, 0.86, 0.40, 0.17, 0.36, 0.44, 0.50, 0.35, 0.54, 0.39, 0.46, 0.42, 0.45, 0.51],
  "total_charge": 2,
  "homo_lumo_gap_ev": 7.8,
  "de_lowest_ev": 0.7623
}

***

{
  "formula": "C3HNO2",
  "method": "ωB97M-V with the def2-TZVPD basis set",
  "species": ["N", "C", "C", "O", "C", "O", "H"],
  "coordinates": [[-0.93450, -1.89134, -1.62315], [-0.42146, -1.09275, -0.96110], [0.42247, -0.21441, -0.13252], [1.62119, -0.33189, -0.17456], [-0.13444, 0.89322, 0.76549], [-1.01454, 1.63808, 0.43393], [0.46129, 0.99909, 1.69190]],
  "forces_ev_per_a": [[0.4, 0.9, 0.7], [-0.4, -0.7, -0.6], [0.6, -0.1, -0.1], [-0.4, 0.0, 0.1], [-0.4, 0.3, -0.1], [0.3, -0.6, 0.1], [-0.1, 0.1, -0.1]],
  "mulliken_charge": [-0.29, 0.20, 0.49, -0.39, 0.06, -0.39, 0.32],
  "total_charge": 0,
  "homo_lumo_gap_ev": 9.5,
  "de_lowest_ev": 0.1359,
  "smiles": "N#CC(=O)C=O"
}

***

{
  "formula": "C3H10S",
  "method": "ωB97M-V with the def2-TZVPD basis set",
  "species": ["C", "C", "H", "H", "H", "H", "H", "H", "C", "S", "H", "H", "H", "H"],
  "coordinates": [[-2.10158, -0.12543, -0.72044], [-2.46978, 0.51163, 0.64063], [-3.16277, -0.40671, -1.23533], [-1.40065, -0.94555, -0.84444], [-1.68341, 0.66327, -1.34733], [-3.47694, 1.08154, 0.63669], [-2.63593, -0.45263, 1.25284], [-1.70018, 0.99300, 1.24860], [3.25633, 0.22914, 0.21544], [3.51952, -1.39612, -0.53906], [2.35471, 0.63200, -0.33469], [2.95636, 0.39665, 1.25568], [4.18566, 0.79315, -0.18254], [2.35865, -1.97393, -0.04605]],
  "forces_ev_per_a": [[-2.7, 1.6, -1.8], [-1.3, -2.9, 1.4], [2.7, 0.4, 1.1], [-0.2, -0.3, 0.9], [-0.1, 0.0, -0.4], [1.9, -0.8, -0.1], [-0.3, 1.6, -0.3], [0.0, 0.4, -0.7], [-0.4, 1.7, -2.3], [-1.0, -0.8, 1.2], [1.1, 0.0, 0.4], [1.0, -0.7, 0.0], [-1.6, -0.5, 1.2], [0.9, 0.3, -0.5]],
  "mulliken_charge": [-0.78, -0.73, 0.23, 0.31, 0.24, 0.23, 0.21, 0.29, -0.70, -0.19, 0.24, 0.30, 0.23, 0.11],
  "total_charge": 0,
  "homo_lumo_gap_ev": 9.7,
  "de_lowest_ev": 1.2831,
  "smiles": "CC.CS"
}

***

{
  "formula": "C8H22N2O6PSn",
  "method": "ωB97M-V with the def2-TZVPD basis set",
  "species": ["Sn", "P", "O", "O", "O", "O", "C", "C", "C", "O", "C", "N", "H", "H", "H", "H", "H", "H", "H", "H", "H", "H", "H", "C", "C", "C", "O", "C", "N", "H", "H", "H", "H", "H", "H", "H", "H", "H", "H", "H"],
  "coordinates": [[-0.01865, -1.28587, 0.92401], [1.02705, -0.42951, -2.07670], [1.29742, 1.05770, -1.71941], [1.55740, -0.73956, -3.46027], [-0.47874, -0.78932, -1.78840], [1.90517, -1.21700, -0.96762], [-3.76368, -3.50366, -2.89149], [-3.48107, -2.86893, -1.52206], [-2.46204, -3.71855, -0.73438], [-2.19742, -3.31230, 0.61551], [-3.32431, -3.20085, 1.47722], [-3.04792, -1.49527, -1.76557], [-2.91952, -3.32294, -3.56100], [-4.65614, -3.10480, -3.36672], [-3.79572, -4.59708, -2.84566], [-4.41844, -2.80312, -0.96390], [-1.49205, -3.78510, -1.23221], [-2.76292, -4.77499, -0.78537], [-3.71919, -4.19876, 1.69600], [-4.13208, -2.68657, 0.95713], [-3.02133, -2.71886, 2.40273], [-3.18251, -1.01797, -0.87644], [-2.02965, -1.45739, -1.88816], [1.95276, 2.57876, 2.91383], [1.98645, 2.82634, 1.41729], [3.27965, 3.31998, 0.80617], [3.43865, 4.71670, 1.11156], [4.78493, 5.10409, 1.12767], [1.61820, 1.53163, 0.79896], [2.32873, 3.43762, 3.48105], [2.53854, 1.73258, 3.28127], [0.94559, 2.37395, 3.28550], [1.15929, 3.50132, 1.17108], [3.22145, 3.31625, -0.28454], [4.12147, 2.71573, 1.15431], [5.44363, 4.54934, 1.80741], [4.87690, 6.14550, 1.43766], [5.25798, 5.00012, 0.14368], [1.55281, 1.56262, -0.25323], [0.60933, 1.55816, 0.97309]],
  "forces_ev_per_a": [[2.3, 1.0, -4.9], [2.6, 2.4, -0.5], [-1.0, -0.4, -0.2], [-1.0, -0.7, 0.8], [-0.1, -0.7, 2.2], [-2.2, -1.3, 2.2], [0.8, -0.7, 0.1], [0.4, 0.2, -0.6], [-0.3, -0.8, -0.5], [0.4, 0.5, 0.1], [-0.1, -0.7, -0.9], [-0.6, -0.3, 1.1], [0.0, 0.4, 0.1], [0.0, 0.0, 0.1], [-0.5, 0.0, 0.1], [-0.1, -0.3, 0.0], [0.1, 0.7, 0.0], [-0.5, 0.0, 0.6], [0.1, -0.1, 0.2], [0.0, 0.4, 0.4], [0.0, 0.2, -0.1], [0.0, 0.4, -0.2], [0.1, 0.2, -0.5], [0.6, 0.7, 1.1], [-0.7, -1.3, -0.2], [-0.4, 0.8, -0.2], [0.5, -0.2, 1.0], [0.5, 0.2, -0.3], [-1.0, 0.2, 0.6], [-0.2, 0.2, -0.1], [0.2, -0.1, -0.6], [-0.2, 0.2, -0.3], [0.5, 0.6, 0.1], [0.0, -0.8, 0.0], [0.1, 0.1, 0.0], [-0.4, -0.4, 0.2], [-0.3, 0.1, -0.1], [-0.1, 0.1, -0.2], [0.5, -0.6, -0.5], [-0.1, -0.3, 0.0]],
  "mulliken_charge": [0.87, 0.58, -0.83, -0.77, -0.51, -0.63, -1.57, 0.35, -0.62, -0.27, -0.74, -0.67, 0.34, 0.35, 0.36, 0.40, 0.27, 0.37, 0.27, 0.32, 0.26, 0.29, 0.41, -1.51, 0.48, -0.72, -0.32, -0.78, -0.43, 0.38, 0.30, 0.34, 0.29, 0.39, 0.33, 0.31, 0.26, 0.31, 0.26, 0.30],
  "total_charge": -1,
  "homo_lumo_gap_ev": 4.6,
  "de_lowest_ev": 0.0000
}

***

{
  "formula": "C4H9PS",
  "method": "ωB97M-V with the def2-TZVPD basis set",
  "species": ["C", "C", "C", "C", "P", "S", "H", "H", "H", "H", "H", "H", "H", "H", "H"],
  "coordinates": [[0.09710, -0.02223, 0.27168], [-1.15457, -1.66556, 2.07093], [1.07169, -0.72529, -0.52471], [-0.11450, 1.96951, -1.59794], [-0.95708, 1.40744, -0.05457], [0.73454, 1.20282, 1.30665], [-2.20750, -1.72899, 1.94998], [-0.92819, -1.37534, 3.05636], [-0.62344, -2.40108, 1.54293], [1.85637, -0.25173, -1.14963], [0.52849, -1.22232, -1.36497], [1.37332, -1.47546, 0.15280], [-0.58042, 1.77011, -2.57939], [0.97746, 1.50456, -1.69606], [-0.07326, 3.01355, -1.38406]],
  "forces_ev_per_a": [[-1.0, 1.3, 1.1], [-0.6, 0.3, -0.7], [-1.2, -1.7, -3.1], [2.3, -1.4, -0.4], [0.6, -1.1, 0.0], [-0.4, 1.2, 0.4], [-0.8, 0.2, -0.6], [1.0, 0.5, 0.9], [0.9, -0.8, -0.3], [0.0, 0.4, 1.4], [0.1, -0.3, 0.6], [1.4, -1.1, 0.3], [-0.3, 0.1, 0.7], [-2.3, 1.3, 0.4], [0.4, 1.0, -0.6]],
  "mulliken_charge": [0.51, -0.93, -1.25, -0.83, -0.08, -0.27, 0.30, 0.31, 0.35, 0.37, 0.30, 0.39, 0.32, 0.20, 0.29],
  "total_charge": 0,
  "homo_lumo_gap_ev": [8.5, 8.0],
  "de_lowest_ev": 4.7321
}

***

{
  "formula": "C16H23ClO5S",
  "method": "ωB97M-V with the def2-TZVPD basis set",
  "species": ["C", "C", "C", "C", "C", "C", "O", "C", "O", "O", "C", "C", "C", "Cl", "C", "C", "H", "H", "H", "H", "H", "H", "H", "H", "H", "H", "H", "H", "H", "H", "H", "O", "S", "O", "C", "C", "C", "C", "H", "H", "H", "H", "H", "H", "H", "H"],
  "coordinates": [[2.83571, -2.40042, 1.12764], [2.54247, -0.92486, 1.21036], [2.29407, -0.31442, 2.44073], [1.97757, 1.03533, 2.50880], [1.91004, 1.80028, 1.34711], [1.50211, 3.24546, 1.41544], [0.19931, 3.37855, 2.01915], [-0.80047, 3.60769, 1.13295], [-0.75256, 4.42991, 0.26113], [-1.87573, 2.83467, 1.30554], [-1.98972, 1.96788, 2.44255], [-1.48709, 0.56162, 2.17971], [-2.35391, -0.37095, 1.31342], [-3.73578, 0.40235, 0.47738], [2.18371, 1.20093, 0.12181], [2.50156, -0.15051, 0.05659], [3.28606, -2.75433, 2.05333], [1.89980, -2.94749, 0.99079], [3.47714, -2.61727, 0.27677], [2.32794, -0.89169, 3.35666], [1.76229, 1.50345, 3.46238], [2.19944, 3.82975, 2.01422], [1.47828, 3.66510, 0.41118], [-3.05334, 1.94568, 2.67887], [-1.48325, 2.37870, 3.31200], [-0.50372, 0.61637, 1.71439], [-1.35180, 0.08086, 3.15105], [-2.75134, -1.20616, 1.88376], [-1.72697, -0.78342, 0.53190], [2.12854, 1.79557, -0.78281], [2.68765, -0.60993, -0.90732], [-0.34547, -1.88682, -0.69252], [0.04099, -1.98221, -2.07958], [1.37502, -2.39629, -2.43289], [-1.16943, -2.97674, -2.94291], [-2.22362, -1.96943, -3.39360], [-1.44857, -0.75253, -3.91794], [-0.36158, -0.42577, -2.88692], [-1.54518, -3.74049, -2.26628], [-0.66393, -3.44030, -3.78963], [-2.87564, -2.39410, -4.15495], [-2.84444, -1.67550, -2.54430], [-0.98750, -0.99734, -4.87670], [-2.10169, 0.10358, -4.07658], [0.54556, -0.02934, -3.33583], [-0.72250, 0.25457, -2.11683]],
  "forces_ev_per_a": [[-0.3, 0.2, 0.1], [0.1, -0.2, 0.1], [-0.1, 0.3, -0.1], [0.1, -0.1, -0.2], [-0.1, 0.0, 0.1], [0.4, 0.1, -0.2], [-0.2, -0.4, -0.1], [-0.1, 0.1, -0.2], [0.1, -0.3, 0.0], [0.1, 0.3, 0.2], [-0.3, -0.3, 0.4], [-0.1, 0.0, -0.2], [0.4, -0.1, -0.1], [-0.1, 0.0, 0.0], [-0.1, -0.1, 0.2], [-0.1, 0.2, 0.0], [0.1, -0.1, -0.1], [0.0, 0.0, -0.1], [0.1, -0.1, 0.0], [0.0, -0.1, 0.0], [0.0, 0.0, 0.0], [-0.1, 0.0, 0.1], [0.0, 0.2, 0.1], [0.0, 0.1, -0.1], [0.2, 0.2, -0.1], [0.1, 0.1, 0.1], [0.1, 0.0, 0.0], [-0.2, 0.1, 0.1], [-0.1, -0.1, 0.0], [0.0, 0.0, 0.0], [0.0, -0.1, 0.0], [0.1, -0.2, 0.1], [0.0, 0.1, -0.2], [0.0, 0.0, 0.1], [-0.2, 0.0, -0.1], [0.0, 0.1, 0.1], [0.0, 0.0, 0.0], [-0.1, 0.1, -0.2], [0.1, 0.0, 0.1], [0.0, 0.0, 0.0], [0.0, 0.0, 0.0], [0.0, 0.0, 0.0], [0.0, 0.0, 0.0], [0.0, 0.0, 0.0], [0.1, 0.0, 0.1], [0.0, -0.1, 0.1]],
  "mulliken_charge": [-1.52, 0.97, -0.64, -0.42, 0.71, -1.26, -0.30, 0.74, -0.59, -0.28, -0.83, 0.63, 0.21, -0.24, -0.58, -0.59, 0.45, 0.20, 0.38, 0.38, 0.43, 0.39, 0.46, 0.48, 0.39, -0.71, 0.43, 0.42, -0.43, 0.34, 0.47, -0.63, 1.08, -0.75, -0.84, -0.48, -0.70, -0.48, 0.41, 0.37, 0.36, 0.26, 0.31, 0.34, 0.37, 0.28],
  "total_charge": 0,
  "homo_lumo_gap_ev": 9.5,
  "smiles": "Cc1ccc(COC(=O)OCCCCl)cc1.O=S1(=O)CCCC1"
}

***

Record-wise molecular weight values, in g mol⁻¹: 781.53, 83.05, 78.18, 391.96, 120.16, 362.87